a.
ORCA calculation (ωB97M-V with the def2-TZVPD basis set) on 2 unconnected molecules or ions with the total composition C4H15N2O.

Total charge   +1
Highest occupied orbital energy   -14.04 eV
Multiplicity   1
Orbital gap   11.1301 eV

Element x y z (Å)
C: -0.41 0.66 2.01
C: 0.12 -0.44 1.10
C: 0.73 -0.04 -0.21
C: 0.75 1.41 -2.18
N: -0.08 0.93 -1.04
N: -1.28 1.66 1.27
H: 0.42 1.08 2.54
H: -0.99 0.28 2.90
H: 0.91 -1.03 1.68
H: -0.64 -1.18 1.03
H: 1.04 -0.92 -0.79
H: 1.71 0.43 -0.10
H: 0.90 2.49 -2.12
H: 0.13 1.13 -3.10
H: 1.66 0.89 -2.46
H: -0.86 0.32 -1.33
H: -0.35 1.75 -0.45
H: -2.20 1.26 1.21
H: -1.35 2.43 1.90
H: -0.64 -3.68 -0.30
H: 0.44 -4.49 -0.94
O: 0.26 -3.57 -0.69

b.
ORCA calculation (ωB97M-V with the def2-TZVPD basis set) on 2 unconnected molecules or ions with the total composition C4H15N2O.

Total charge   +1
Highest occupied orbital energy   -14.71 eV
Multiplicity   1
Orbital gap   11.8480 eV

Element x y z (Å)
C: 1.73 0.67 -1.02
N: 1.69 -0.88 -1.25
C: 0.92 1.02 0.21
N: -0.17 0.08 0.48
C: -1.54 0.73 0.35
C: -1.88 1.55 1.63
H: 2.75 1.02 -0.77
H: 1.42 1.28 -1.90
H: 2.49 -1.01 -1.97
H: 2.23 -1.15 -0.38
H: 1.64 0.86 1.01
H: 0.47 2.02 0.18
H: 0.07 -0.62 -0.37
H: -0.17 -0.57 1.26
H: -2.20 -0.07 0.19
H: -1.31 1.17 -0.59
H: -1.20 2.43 1.87
H: -2.96 1.75 1.60
H: -1.77 0.87 2.49
H: -1.01 -3.42 0.07
H: -0.70 -2.66 -1.32
O: -0.73 -2.52 -0.38

Most stable one: a, least stable one: b.